DFT (ωB97M-V/def2-TZVPD) results for a molecular structure, C24H72N6O11 at a distorted geometry.

Values from the calculation:
E_tot in eV: -57446.7495
M in g mol⁻¹: 620.87
Charge: 0
Lowest unoccupied orbital energy in eV: 0.4
Frontier orbital gap in eV: 6.30
Relative energy (zero: lowest compared OMol25 entry of this formula, charge and spin) in kcal/mol: 1569.1
Largest force on an atom in eV Å⁻¹: 18.9

XYZ file:
```
113
Properties=species:S:1:pos:R:3:lowdin_charge:R:1
N 0.407 0.169 -0.879 -0.1393
H 0.043 0.424 -1.776 0.0804
H 1.334 -0.152 -0.917 -0.1068
H -0.136 -0.737 -0.809 0.1465
H 0.196 0.873 -0.081 0.1622
C -1.187 1.587 -1.861 -1.0262
O -1.082 0.735 -0.971 -0.0338
O -1.575 2.745 -1.486 0.2379
O -0.865 1.318 -3.046 0.1136
H -1.726 2.805 -0.558 0.1189
C 4.345 -1.226 0.862 -0.0131
C 3.099 -2.083 0.742 -0.3545
C 3.417 -3.434 1.343 -0.2821
O 4.275 -4.091 0.589 -0.1373
C 4.990 -5.156 1.311 -0.0259
N 2.051 -1.368 1.397 0.0053
H 5.033 -1.438 -0.096 0.1456
H 4.806 -1.110 1.665 -0.0102
H 4.196 -0.163 0.490 0.0834
H 2.806 -2.084 -0.337 0.0864
H 2.363 -3.918 1.319 0.1533
H 3.866 -3.314 2.200 0.0717
H 5.574 -5.656 0.658 0.0436
H 4.638 -5.876 2.005 0.0854
H 5.756 -4.507 1.740 0.0990
H 2.323 -1.422 2.370 0.1145
H 1.246 -1.827 1.272 0.0085
C 0.562 -3.471 -1.151 0.0216
C 0.572 -2.233 -2.022 -0.3001
C -0.764 -1.646 -2.275 -0.1472
O -1.610 -2.499 -3.059 -0.0755
C -2.743 -1.954 -3.648 -0.1754
N 1.378 -1.313 -1.325 -0.0353
H 1.417 -4.084 -0.971 0.0923
H -0.152 -4.250 -1.771 0.1782
H 0.171 -3.380 -0.326 -0.0882
H 0.964 -2.419 -3.019 0.1562
H -0.635 -0.616 -2.722 0.1546
H -1.068 -1.302 -1.319 0.0844
H -3.457 -1.479 -3.229 0.0300
H -3.136 -2.610 -4.215 0.0431
H -2.364 -1.185 -4.354 0.1479
H 1.406 -0.357 -1.689 0.0663
H 2.451 -1.605 -1.155 0.1161
C -2.544 3.981 3.715 -0.0965
C -2.410 3.742 2.222 -0.4042
C -1.404 4.743 1.588 -0.2590
O -2.244 5.843 1.423 -0.1768
C -1.290 6.965 1.055 -0.0458
N -2.006 2.280 2.065 0.0721
H -3.227 3.133 4.187 0.1234
H -2.686 4.993 4.026 0.0563
H -1.511 3.897 4.237 0.0839
H -3.476 3.878 1.938 0.1399
H -0.956 4.547 0.658 0.0647
H -0.655 4.611 2.362 0.1151
H -0.633 6.691 0.295 0.0216
H -0.491 7.284 1.906 0.1313
H -2.175 7.690 0.797 0.1270
H -0.982 2.374 2.180 0.0223
H -1.803 2.202 1.096 -0.0003
C -1.680 -4.632 1.585 -0.0215
C -1.355 -3.338 0.754 -0.4682
C -2.444 -3.022 -0.244 -0.2046
O -2.613 -3.944 -1.248 -0.1598
C -3.710 -3.577 -2.240 0.0172
N -0.978 -2.278 1.564 0.0289
H -2.629 -4.650 1.979 0.0273
H -0.760 -5.051 2.385 0.1510
H -1.652 -5.475 0.908 0.0554
H -0.544 -3.591 0.382 -0.0353
H -2.165 -2.116 -0.716 0.0921
H -3.371 -2.909 0.113 0.0975
H -4.668 -3.751 -1.716 0.1188
H -3.580 -4.086 -3.185 0.1050
H -3.444 -2.643 -2.515 -0.0411
H -1.924 -1.789 1.997 0.1748
H -0.356 -2.547 2.455 0.1464
C 0.237 -0.163 2.746 -0.0721
C 1.218 0.983 2.608 -0.3982
C 1.403 1.422 1.251 -0.1293
O 2.041 0.309 0.517 -0.2336
C 2.554 0.710 -0.764 -0.1386
N 0.785 2.189 3.357 0.0329
H 0.361 -0.659 3.646 0.0704
H 0.636 -0.899 2.063 0.0055
H -0.777 -0.060 2.554 0.0483
H 2.273 0.648 2.951 0.1724
H 2.137 2.274 1.224 0.1682
H 0.550 1.665 0.773 0.0654
H 2.944 -0.282 -1.226 0.1292
H 3.298 1.436 -0.981 0.1174
H 1.683 0.818 -1.347 -0.1892
H 1.582 2.862 3.514 0.1061
H 0.520 1.857 4.287 0.0864
C 0.597 4.558 -1.554 -0.0355
O 0.909 3.274 -2.165 -0.2109
H 0.795 4.267 -0.494 0.0921
H -0.376 4.852 -1.920 0.0900
H 1.299 5.391 -1.631 0.0843
H 0.469 2.559 -1.759 -0.1643
C 2.009 1.949 -2.830 -0.0393
O 1.053 1.513 -1.802 -0.2046
H 2.506 3.013 -2.437 0.1963
H 1.424 2.338 -3.664 0.1145
H 2.657 1.132 -3.384 0.1579
H 0.198 2.055 -1.628 0.0757
C -3.933 0.466 -1.321 -0.0279
O -2.674 0.608 -2.032 -0.0855
H -4.510 -0.415 -1.526 0.0770
H -4.562 1.145 -1.795 0.0650
H -3.846 0.633 -0.292 0.0710
H -2.247 1.454 -1.839 -0.0518
```